Computed, not measured: a single C21H20O5 molecule at a distorted geometry, with ωB97M-V/def2-TZVPD.

Structure (XYZ):
```
46
Properties=species:S:1:pos:R:3:mulliken_charge:R:1
O 0.081 6.650 -3.028 -0.588
C -0.422 5.579 -2.700 0.407
C -1.044 4.705 -3.819 -0.797
C -1.587 3.560 -2.950 -0.061
C -0.739 2.343 -2.793 0.139
C -0.861 1.419 -3.998 -1.028
O -2.150 0.751 -4.033 -0.608
C -1.209 1.761 -1.449 0.191
O -0.153 1.054 -0.816 -0.317
C -0.073 -0.217 -1.120 0.578
O -0.337 -0.699 -2.172 -0.608
C 0.415 -1.032 0.021 0.460
C 1.065 -0.454 1.135 -0.249
C 1.507 -1.209 2.270 -0.628
C 1.122 -2.601 2.362 0.431
C 1.452 -3.519 3.480 0.445
C 1.767 -4.845 3.080 -0.323
C 1.994 -5.867 3.991 -0.935
C 2.030 -5.606 5.386 -0.316
C 1.750 -4.261 5.829 -0.609
C 1.463 -3.279 4.857 -0.365
C 0.303 -3.069 1.240 -0.769
C -0.036 -2.320 0.104 -0.590
C -1.519 2.983 -0.567 -1.205
C -1.695 4.203 -1.540 0.221
O -0.596 5.114 -1.415 -0.391
H -1.864 5.220 -4.293 0.352
H -0.258 4.520 -4.590 0.329
H -2.700 3.288 -3.290 0.522
H 0.290 2.624 -2.602 0.412
H -0.767 2.090 -4.924 0.433
H -0.049 0.849 -4.171 0.327
H -2.046 0.001 -3.544 0.410
H -2.182 1.181 -1.705 0.426
H 1.267 0.692 1.120 0.219
H 2.106 -0.672 3.029 0.371
H 1.916 -5.051 2.057 0.538
H 2.267 -6.823 3.828 0.444
H 2.498 -6.289 6.111 0.323
H 1.885 -3.993 6.828 0.429
H 1.303 -2.318 5.290 0.393
H 0.166 -4.181 1.343 0.371
H -0.616 -2.795 -0.703 0.391
H -2.430 2.697 0.104 0.292
H -0.658 3.135 0.118 0.242
H -2.658 4.679 -1.363 0.293
```

The HOMO energy comes out at -8.887 eV. The relative energy (zero: lowest compared OMol25 entry of this formula, charge and spin) comes out at 39.22 kcal/mol. Its total charge is 0. Its SMILES is O=C1C[C@H]2[C@H](CO)[C@@H](OC(=O)c3ccc(-c4ccccc4)cc3)C[C@H]2O1. For the electronic energy, the calculation gives -1188.37510 Ha. The orbital gap comes out at 8.8 eV.



Computed, not measured: a molecular structure, C21H21BBeN8O3, with ωB97M-V/def2-TZVPD.

Structure (XYZ):
```
55
Properties=species:S:1:pos:R:3:mulliken_spin:R:1
Be 0.098 -0.094 0.112 0.001
C -2.074 -3.378 -0.110 -0.001
C -0.940 -2.688 -0.537 -0.004
N -0.922 -1.472 -0.008 0.003
N -2.034 -1.344 0.749 0.001
C -2.741 -2.481 0.704 0.000
B -2.235 -0.026 1.561 0.003
N -2.087 1.154 0.542 -0.001
C -2.837 2.242 0.327 0.000
C -2.201 3.036 -0.609 -0.001
C -1.038 2.336 -0.927 -0.002
N -0.975 1.212 -0.223 0.003
N -1.010 0.081 2.504 -0.001
C -0.806 0.200 3.824 0.000
C 0.557 0.251 4.048 0.000
C 1.130 0.154 2.783 0.000
N 0.182 0.052 1.858 0.003
N -3.581 0.001 2.213 0.000
C -4.780 -0.078 1.576 0.000
C -5.764 -0.017 2.526 0.000
C -5.062 0.102 3.742 0.000
N -3.757 0.113 3.552 0.000
H -2.370 -4.380 -0.360 0.000
H -0.149 -3.009 -1.194 0.002
H -3.663 -2.582 1.251 0.000
H -3.765 2.387 0.855 0.000
H -2.533 3.979 -1.004 0.000
H -0.251 2.596 -1.616 0.003
H -1.646 0.238 4.494 0.000
H 1.060 0.343 4.994 0.000
H 2.168 0.154 2.495 -0.001
H -4.840 -0.172 0.503 0.000
H -6.828 -0.052 2.375 0.000
H -5.458 0.180 4.741 0.000
C 6.601 -0.315 -0.091 -0.007
O 6.208 -0.135 -1.455 0.015
C 4.912 -0.071 -1.729 0.068
C 4.619 0.104 -3.119 0.295
C 3.306 0.185 -3.565 -0.031
C 2.239 0.094 -2.701 0.207
C 0.830 0.096 -3.204 0.015
C 0.508 0.551 -4.602 0.001
O -0.055 -0.315 -2.484 0.077
C 2.529 -0.065 -1.262 0.116
O 1.640 -0.096 -0.378 0.198
C 3.889 -0.153 -0.829 0.026
H 7.684 -0.345 -0.097 0.000
H 6.204 -1.253 0.297 0.003
H 6.256 0.523 0.517 0.002
H 5.449 0.165 -3.810 -0.005
H 3.137 0.294 -4.626 0.015
H 1.328 0.995 -5.157 0.001
H -0.300 1.277 -4.525 -0.002
H 0.118 -0.305 -5.155 0.000
H 4.051 -0.272 0.231 -0.003
```

The HOMO energy (spin up / spin down) comes out at -11.509 / -11.509 eV. The relative energy (zero: lowest compared OMol25 entry of this formula, charge and spin) comes out at 1.88 kcal/mol. Its total charge is +1. Its spin multiplicity is 2. For the electronic energy, the calculation gives -1516.22193 Ha. The orbital gap (spin up / spin down) comes out at 8.5 / 5.2 eV.



Computed, not measured: a molecular structure, C21H21BrF3N2O3PS2Zn at a distorted geometry, with ωB97M-V/def2-TZVPD.

Structure (XYZ):
```
55
Properties=species:S:1:pos:R:3:mulliken_charge:R:1
C 2.321 2.849 3.303 -1.294
C 2.416 2.194 1.901 0.477
S 2.519 3.526 0.695 -0.105
C 1.763 3.017 -0.885 -1.781
C 0.996 1.714 -0.949 -0.143
C -0.430 1.735 -1.053 1.862
P -1.324 3.399 -0.990 -0.163
O -2.862 3.058 -0.650 -0.342
Br -0.698 4.263 0.986 -0.103
C -1.111 0.525 -1.255 -0.062
C -2.588 0.426 -1.456 -2.267
C -3.333 0.238 -0.145 0.257
C -4.732 0.251 -0.160 -0.354
C -5.462 0.050 1.002 -0.774
C -4.805 -0.164 2.213 -0.444
C -3.416 -0.176 2.251 -0.856
C -2.690 0.027 1.073 0.537
C -0.401 -0.715 -1.275 -0.482
N -1.111 -1.868 -1.415 -0.393
C -0.446 -2.989 -1.377 0.081
C -1.215 -4.262 -1.518 -1.464
C 0.973 -2.978 -1.192 0.134
C 1.753 -4.281 -1.126 0.758
F 1.405 -5.007 -0.079 -0.244
F 3.062 -4.023 -1.008 -0.242
F 1.583 -4.972 -2.238 -0.244
N 1.675 -1.896 -1.083 -0.036
C 0.973 -0.738 -1.123 -0.078
C 1.668 0.496 -0.990 0.633
S 3.389 0.302 -0.885 2.593
C 3.806 -0.767 0.514 -1.813
O 3.880 -0.452 -2.083 -0.785
O 4.195 1.520 -0.781 -0.593
H 3.221 2.647 3.869 0.374
H 2.251 3.929 3.200 0.384
H 1.428 2.533 3.829 0.329
H 3.367 1.669 1.871 -0.033
H 1.585 1.515 1.722 0.025
H 2.550 2.953 -1.628 0.647
H 1.159 3.863 -1.194 0.783
H -2.969 2.793 0.278 0.334
H -2.808 -0.450 -2.057 0.649
H -2.975 1.271 -2.007 0.751
H -5.228 0.397 -1.108 0.464
H -6.540 0.035 0.998 0.428
H -5.339 -0.340 3.133 0.424
H -2.882 -0.357 3.170 0.424
H -1.612 -0.018 1.154 0.194
H -2.243 -4.032 -1.256 0.413
H -0.879 -5.036 -0.840 0.433
H -1.227 -4.596 -2.551 0.277
H 3.039 -0.636 1.272 0.425
H 3.759 -1.801 0.187 0.587
H 4.788 -0.493 0.937 0.726
Zn 5.803 -0.149 -1.205 0.692
```

The HOMO energy comes out at -13.573 eV. Its total charge is +2. For the electronic energy, the calculation gives -6938.03136 Ha. The orbital gap comes out at 2.3 eV.